The following is a DFT calculation (wB97M-V/def2-TZVPD) of a molecular structure, C36H48AuN4 in a non-equilibrium geometry.

Positions of all 89 atoms, in Å:
1 Au 0.28231 -0.97503 -1.61120
2 N -0.46417 1.45638 -0.91334
3 N 2.59260 -3.93008 -2.88176
4 N -2.41762 -4.05491 -0.70978
5 N 0.44474 -0.38463 0.74970
6 C 2.81315 0.39902 -1.16961
7 C -0.51835 5.67177 0.02084
8 C 0.11597 -0.10054 3.53696
9 C -3.33806 0.15463 -3.38844
10 C -0.15855 3.23659 0.60058
11 C -0.11757 0.91191 2.62588
12 C 4.98092 -0.58196 -1.08231
13 C -1.30649 5.89673 1.29781
14 C -2.06708 -0.37036 -3.37203
15 C 1.69925 -3.27708 -3.80276
16 C -0.77169 3.74359 -1.60021
17 C -4.23561 -0.18340 -2.37139
18 C 0.05492 0.78054 1.26241
19 C -0.18635 -0.02960 5.00059
20 C -0.23247 1.90303 0.33459
21 C 3.14422 -2.05140 -1.39436
22 C -2.63107 -1.64644 -1.35285
23 C 2.55485 -3.42875 -1.50633
24 C 0.79151 -1.39407 1.61288
25 C -3.88304 -1.12952 -1.36447
26 C 1.16271 -0.17162 5.71363
27 C -1.14810 -1.09685 5.41900
28 C 0.97406 6.03304 0.25122
29 C -0.51929 4.20404 -0.33143
30 C 0.63557 -1.29704 2.98817
31 C -1.34512 -4.52041 -1.58999
32 C 4.21940 0.56775 -1.06114
33 C -3.69096 -4.42426 -1.14163
34 C -0.70244 1.36845 5.33936
35 C 2.36249 -0.90772 -1.33365
36 C -1.70206 -1.17890 -2.28723
37 C 3.90030 -4.26419 -3.37076
38 C -2.28116 -2.67619 -0.28343
39 C -1.18233 6.53791 -1.07263
40 C 4.51555 -1.87060 -1.25562
41 C -0.70566 2.38766 -1.85631
42 H -2.23738 6.27126 -1.15126
43 H -2.33561 5.57833 1.24552
44 H 1.04066 -0.07821 6.79069
45 H 1.68705 -3.81733 -4.74860
46 H 4.41635 -4.89332 -2.61480
47 H -4.08780 -3.97702 -2.04731
48 H 1.61137 5.57670 -0.50209
49 H 1.51707 -3.41239 -1.21545
50 H -3.60372 0.90266 -4.13133
51 H -1.43762 -1.01463 6.47521
52 H 0.61498 -3.25635 -3.40644
53 H -0.69198 -2.09068 5.26094
54 H 1.30383 5.70715 1.21145
55 H 5.17289 -2.73518 -1.27699
56 H 1.69590 -1.15207 5.53916
57 H -1.50863 -4.13732 -2.57944
58 H 0.07139 2.07212 5.10292
59 H 6.08841 -0.49241 -0.95834
60 H -0.82018 2.04925 -2.90217
61 H -2.04717 -1.16543 4.84596
62 H -0.81357 5.39417 2.15848
63 H -1.34562 -0.18380 -4.18593
64 H -4.37100 -4.20136 -0.34146
65 H 4.51603 -3.38951 -3.59306
66 H -1.21623 -2.50100 -0.04558
67 H -0.48430 1.85128 2.99685
68 H -0.91034 1.46065 6.40728
69 H -1.28665 6.99619 1.46897
70 H 1.05042 7.10202 0.23908
71 H 1.15848 -2.26600 1.14597
72 H -1.38076 -5.59443 -1.72004
73 H 1.94135 -2.19830 -4.04591
74 H -4.66802 -1.41986 -0.69213
75 H 0.82470 -2.12578 3.64455
76 H 2.16190 1.20387 -1.14686
77 H -1.02051 4.36313 -2.44437
78 H -3.76342 -5.53013 -1.39111
79 H 4.68093 1.53605 -0.81479
80 H -5.22874 0.22077 -2.49425
81 H -0.69352 6.52063 -2.05753
82 H 3.10042 -4.14574 -0.90520
83 H 1.83457 0.58602 5.38333
84 H -0.40652 -4.21299 -1.18895
85 H -1.62784 1.63031 4.80536
86 H -1.15233 7.53997 -0.74107
87 H 0.10002 3.56984 1.62406
88 H 3.80433 -4.88343 -4.27915
89 H -2.89296 -2.56514 0.62688

- Energy above the lowest of the compared OMol25 structures with the same formula, charge and spin: 91.9 kJ/mol
- E_HOMO (spin up / spin down): -10.5 / -10.4 eV
- Orbital gap (spin up / spin down): 7.8 / 5.1 eV
- LUMO level (spin up / spin down): -2.6 / -5.3 eV
- Molecular weight: 733.78 g/mol
- Expectation value of S²: 2.013
- Multiplicity: 3
- Net charge: +1

The following is a DFT calculation (wB97M-V/def2-TZVPD) of 2 unconnected molecules or ions with the total composition CH2BrFO in a non-equilibrium geometry.

Positions of all 6 atoms, in Å:
1 Br -1.98147 1.07042 1.85000
2 F 0.43155 -1.28377 0.46743
3 O -0.84282 0.03888 -0.77320
4 C 0.35989 -0.16431 -0.47391
5 H 0.89167 0.63788 0.18390
6 H 1.14118 -0.29911 -1.25421

- Energy above the lowest of the compared OMol25 structures with the same formula, charge and spin: 492.7 kJ/mol
- E_HOMO (spin up / spin down): -10.1 / -10.2 eV
- Orbital gap (spin up / spin down): 5.1 / 5.2 eV
- LUMO level (spin up / spin down): -5.1 / -5.0 eV
- Molecular weight: 128.93 g/mol
- Net charge: 0

The following is a DFT calculation (wB97M-V/def2-TZVPD) of a molecular structure, C32H29IrN5O7SSe in a non-equilibrium geometry.

Positions of all 76 atoms, in Å:
1 Ir -0.12774 -0.08791 -0.34169
2 Se 2.07406 -0.03549 -3.02361
3 S -1.28584 1.27145 -2.86219
4 O -2.69509 1.03982 -2.72742
5 O 1.82416 0.41966 -0.00703
6 O 0.07956 -2.05186 -0.83304
7 O -0.69233 2.44909 -2.29062
8 O -2.08037 -0.46012 -0.14711
9 O -1.06062 -3.58018 -2.01902
10 O -4.76300 -1.22429 -0.22244
11 N 0.90074 2.42250 0.67521
12 N 4.64449 0.90883 -3.19982
13 N 3.27519 2.58033 -3.04733
14 N -0.43315 -0.04672 -2.33118
15 N -0.28212 1.69834 0.45226
16 C 3.29135 2.20733 0.52722
17 C -1.98676 0.87652 -5.44754
18 C 6.57408 2.12999 -4.32559
19 C -2.98111 0.44540 0.11896
20 C 3.51549 3.54196 0.86223
21 C -0.97763 -1.34818 -2.80186
22 C 4.37456 1.38325 0.23768
23 C 4.78396 4.33618 -4.08113
24 C 5.66511 1.89831 0.23349
25 C -0.42049 1.49237 -8.85422
26 C -5.34057 0.96804 0.22848
27 C 4.43584 3.06036 -3.64625
28 C 3.40745 1.26693 -2.79128
29 C 0.38603 1.85439 -6.49528
30 C -1.79707 0.93052 -6.82128
31 C -5.06418 2.31558 0.54312
32 C -3.77421 2.71240 0.68391
33 C 1.91040 1.66095 0.39826
34 C 5.30840 1.99077 -3.76558
35 C 5.87972 3.23876 0.52135
36 C 4.80347 4.05343 0.85762
37 C 0.21252 1.80908 -5.12515
38 C -0.61967 1.42526 -7.36356
39 C 6.02853 4.47503 -4.65501
40 C -3.97603 -2.37224 0.11584
41 C -4.35020 0.04149 0.06270
42 C -0.67115 -2.45027 -1.81504
43 C 2.21045 3.42772 -2.50661
44 C -1.40042 2.33744 0.61232
45 C 6.91255 3.38746 -4.77574
46 C -0.98435 1.32394 -4.60085
47 C -2.70360 1.79737 0.46598
48 H 4.97021 5.09288 1.11098
49 H 4.18596 0.33802 0.02716
50 H -5.87701 3.01625 0.67809
51 H -3.59069 -2.29449 1.13330
52 H 0.01278 2.44961 -9.14588
53 H 0.98901 2.15786 -4.45987
54 H 1.31767 2.22944 -6.90446
55 H 0.26488 0.71039 -9.18770
56 H 6.50444 1.25242 0.00603
57 H 1.29536 2.84443 -2.40783
58 H -2.90924 0.50223 -5.02523
59 H 4.11070 5.17636 -3.98413
60 H 7.88050 3.54241 -5.23197
61 H 2.51109 3.80796 -1.53394
62 H -4.66780 -3.20885 0.05404
63 H -2.58329 0.58261 -7.48059
64 H 2.02925 4.25177 -3.19356
65 H -1.30708 3.38537 0.88424
66 H 2.66677 4.16457 1.11501
67 H 7.25448 1.29346 -4.40861
68 H 6.33734 5.44749 -5.01333
69 H -0.48680 -1.65256 -3.73236
70 H -3.15218 -2.52753 -0.57081
71 H -6.36196 0.62293 0.12242
72 H 6.88185 3.64773 0.49274
73 H 4.99828 -0.02825 -3.09584
74 H -3.53474 3.73196 0.96149
75 H -2.05224 -1.29040 -2.97245
76 H -1.36155 1.36480 -9.38626

- Energy above the lowest of the compared OMol25 structures with the same formula, charge and spin: 298.7 kJ/mol
- E_HOMO (spin up / spin down): -7.3 / -7.3 eV
- Orbital gap (spin up / spin down): 6.6 / 5.1 eV
- LUMO level (spin up / spin down): -0.7 / -2.2 eV
- Molecular weight: 898.86 g/mol
- Expectation value of S²: 0.756
- Multiplicity: 2
- Net charge: 0

The following is a DFT calculation (wB97M-V/def2-TZVPD) of C4H8O in the gas phase.

Positions of all 13 atoms, in Å:
1 O 0.76423 -1.50226 -2.08083
2 C -0.32615 -1.28259 -1.60901
3 C -0.56275 -0.59888 -0.28249
4 C 0.22032 1.24670 1.27148
5 C 0.62747 0.22523 0.21076
6 H 1.07104 1.86548 1.57465
7 H 1.07679 0.73827 -0.64796
8 H -0.83711 -1.37905 0.44514
9 H -0.55648 1.91798 0.88546
10 H 1.40583 -0.43913 0.60230
11 H -0.17768 0.76422 2.17191
12 H -1.24228 -1.57959 -2.16444
13 H -1.46321 0.02364 -0.37696

- Structure (SMILES): CCCC=O
- Energy above the lowest of the compared OMol25 structures with the same formula, charge and spin: 29.5 kJ/mol
- E_HOMO: -9.8 eV
- Orbital gap: 10.9 eV
- LUMO level: 1.0 eV
- Molecular weight: 72.11 g/mol
- Net charge: 0

The following is a DFT calculation (wB97M-V/def2-TZVPD) of C11H13NO3 in the gas phase in a non-equilibrium geometry.

Positions of all 28 atoms, in Å:
1 O 3.67894 -0.86119 -0.21301
2 O 0.47337 1.56647 -0.67368
3 O -1.91907 0.88654 -0.09535
4 N 0.63174 2.36314 2.43696
5 C 1.20004 -1.65451 0.85567
6 C 0.36701 0.75294 0.42794
7 C 0.20114 0.98482 -1.91905
8 C 1.45152 -0.40214 0.48466
9 C -3.28604 0.54133 -0.32705
10 C 0.45356 1.58548 1.62523
11 C -1.02335 0.04920 0.59111
12 C -1.20963 -1.22217 0.96705
13 C 3.15575 1.42189 0.06303
14 C 2.85219 -0.00995 0.11185
15 C -0.14276 -2.07284 1.38898
16 H 1.00363 0.16330 -2.15597
17 H -3.76583 0.06261 0.58717
18 H 0.33012 1.82603 -2.63745
19 H -0.04002 -2.25780 2.50928
20 H -0.31334 -3.10358 0.92714
21 H -2.16668 -1.66929 0.92572
22 H 2.77230 1.93682 0.97430
23 H 2.07722 -2.29007 0.92152
24 H 2.65621 1.76545 -0.84347
25 H -0.87432 0.59890 -2.09635
26 H -3.59086 1.55118 -0.59269
27 H -3.40159 -0.23822 -1.12186
28 H 4.20121 1.79846 -0.02530

- Structure (SMILES): COC1=CCC=C(C(C)=O)[C@@]1(C#N)OC
- Energy above the lowest of the compared OMol25 structures with the same formula, charge and spin: 418.0 kJ/mol
- E_HOMO: -9.4 eV
- Orbital gap: 9.7 eV
- LUMO level: 0.3 eV
- Molecular weight: 207.23 g/mol
- Net charge: 0

Which formula does entry 1 have? C36H48AuN4

Which of these has the highest energy above the lowest of the compared OMol25 structures with the same formula, charge and spin? CH2BrFO